Record 1
Computed, not measured: a molecular structure, C9H30BaO9, with ωB97M-V/def2-TZVPD.

Calculated values
- Frontier orbital gap: 11.25 eV
- 2S+1: 1
- LUMO: -5.41 eV
- Total charge: +2
- Electronic energy: -28928.7957 eV

The geometry in XYZ format:
```
49
Properties=species:S:1:pos:R:3:forces:R:3
Ba 0.938679 0.334065 0.877701 -0.197 0.226 -0.500
C 0.396451 -3.432055 -0.237520 0.172 -0.064 -0.070
O 0.944026 -2.396640 0.616766 -0.108 -0.191 0.251
H 1.169447 -4.152520 -0.504542 0.036 0.066 0.030
H -0.417031 -3.955811 0.261476 -0.071 0.090 -0.002
H 0.028560 -2.947857 -1.134170 -0.071 0.049 0.017
H 1.207191 -2.829328 1.436942 0.084 -0.098 -0.017
C 4.232904 -0.088714 -1.231005 -0.519 0.013 -0.168
O 3.401086 -0.689307 -0.212931 0.026 0.193 0.001
H 4.204688 -0.688300 -2.141906 0.217 -0.124 0.102
H 3.775827 0.866446 -1.479621 0.112 0.078 0.172
H 5.248286 0.050309 -0.874240 0.091 0.004 -0.034
H 3.805070 -1.527792 0.031343 -0.077 -0.078 0.000
C 4.146453 2.439689 1.359705 0.185 -0.020 -0.155
O 2.916633 2.386739 0.614530 -0.101 -0.293 0.162
H 4.256834 3.395764 1.865902 -0.032 0.010 0.059
H 4.127623 1.634365 2.090916 -0.108 0.042 0.067
H 5.010702 2.268687 0.715722 -0.074 0.055 -0.051
H 2.959872 3.009891 -0.117297 0.011 0.048 0.068
C -1.308496 3.397041 1.362802 0.006 0.035 -0.323
O -0.439780 2.654648 0.476043 -0.083 0.072 0.217
H -1.928224 4.094914 0.803390 0.031 0.008 -0.021
H -1.968991 2.690004 1.857732 0.029 -0.009 0.110
H -0.709853 3.959230 2.074461 0.003 -0.050 0.097
H -0.491435 3.026585 -0.406317 -0.064 0.084 0.041
C 1.006658 0.081312 -2.582496 -0.307 0.191 -0.209
O 1.003979 1.224794 -1.694050 0.080 -0.325 -0.149
H -0.003412 -0.085472 -2.955748 0.032 -0.108 -0.016
H 1.679866 0.256356 -3.419581 0.076 -0.067 0.035
H 1.326090 -0.800735 -2.030026 0.104 0.089 0.104
H 0.611861 1.947085 -2.193679 0.075 0.086 0.033
C -1.743439 -1.139591 2.987796 0.112 -0.071 -0.322
O -1.293877 0.176418 2.594759 0.145 -0.178 0.292
H -1.263937 -1.859257 2.322898 0.037 0.099 -0.037
H -1.452451 -1.369696 4.010117 -0.113 0.055 0.080
H -2.818389 -1.238989 2.846252 -0.045 0.056 0.157
H -1.655815 0.806149 3.227192 0.041 0.028 0.027
C -3.987681 0.657159 0.055314 -0.322 0.579 0.157
O -3.737441 -0.570703 -0.632079 -0.062 -0.044 -0.081
C -2.478548 -0.930118 -0.768456 0.036 0.051 0.007
O -1.529456 -0.318846 -0.304341 0.215 -0.105 -0.036
O -2.314640 -2.031447 -1.466150 0.189 0.049 -0.034
C -3.456664 -2.681689 -2.069224 -0.233 -0.055 -0.251
H -5.061481 0.822827 0.028258 0.018 -0.243 -0.036
H -3.513745 1.498865 -0.449852 0.174 -0.162 -0.012
H -3.656031 0.605313 1.089545 0.122 -0.089 -0.028
H -3.050552 -3.428969 -2.741456 0.112 -0.073 0.122
H -4.041608 -1.977393 -2.654867 0.010 0.088 0.106
H -4.075807 -3.143423 -1.306008 0.004 0.004 0.037
```
Positions in Å, forces in eV/Å.

Atom charges from the Mulliken analysis, given in e for atoms 1 to 4: Ba 1.50; C -0.64; O -0.32; H 0.35

***

Record 2
Computed, not measured: a molecular structure, C9H32HfN16O11, with ωB97M-V/def2-TZVPD.

Calculated values
- Frontier orbital gap (spin up / spin down): 6.66 / 5.87 eV
- 2S+1: 2
- LUMO (spin up / spin down): -3.85 / -4.68 eV
- Total charge: +1
- Electronic energy: -57515.2909 eV

The geometry in XYZ format:
```
69
Properties=species:S:1:pos:R:3:forces:R:3
Hf -24.792080 -8.624310 -4.784850 -2.989 2.956 -5.344
C -26.177350 -7.510820 -6.784390 3.151 -4.938 6.443
O -24.980540 -7.262350 -6.708550 10.934 6.426 -5.234
O -26.242180 -8.744100 -6.764410 -3.277 -11.164 -7.259
O -26.518760 -7.320790 -5.606720 -7.661 7.261 10.752
C -24.987610 -12.028430 -6.265990 -0.637 0.105 2.467
O -24.640140 -10.899190 -5.927390 0.853 1.812 -0.011
N -25.914250 -12.411590 -7.129070 -0.530 -0.091 -1.036
N -24.656830 -13.093790 -5.508940 0.906 -1.385 0.784
H -26.386450 -11.823470 -7.800820 -0.114 -0.011 0.394
H -26.281060 -13.264300 -6.731030 -1.031 0.208 -1.550
H -23.924350 -13.123470 -4.814180 -0.257 0.389 -0.240
H -25.066870 -13.978460 -5.772240 0.705 -0.068 0.271
C -29.757440 -7.976260 -7.045200 2.250 -2.023 -1.181
O -29.370530 -8.037770 -8.186860 2.670 -0.029 -1.294
N -29.176640 -8.313080 -5.897400 1.960 -0.009 0.972
N -31.015840 -7.878100 -6.873430 -7.450 1.952 0.591
H -28.286390 -8.785700 -5.962180 0.109 0.444 0.581
H -29.767960 -8.215090 -5.084480 0.701 -0.664 -0.036
H -31.336350 -7.212530 -6.184680 -0.354 -0.206 0.110
H -31.502930 -7.805060 -7.755200 -0.136 0.380 0.138
C -24.184130 -9.015690 -10.144250 1.361 0.680 -3.625
O -23.698720 -8.738760 -11.216210 1.247 0.499 -1.775
N -23.961970 -10.096610 -9.500700 1.437 -5.434 2.894
N -25.028590 -8.287050 -9.538570 -3.544 3.837 1.939
H -24.426120 -10.186430 -8.608180 0.540 -0.496 -0.027
H -23.292260 -10.784410 -9.814590 -0.284 0.292 0.073
H -25.279770 -7.428520 -10.007540 -0.329 -0.287 0.455
H -25.450890 -8.647280 -8.694770 -0.414 0.746 -0.049
C -24.633040 -4.020940 -4.439790 -0.384 -1.342 2.010
O -25.249840 -5.005930 -4.061300 -1.223 -1.159 0.143
N -24.385690 -3.005540 -3.646480 0.165 3.087 2.119
N -24.004720 -3.924420 -5.563220 0.735 -0.374 -2.584
H -23.873500 -2.244780 -4.069570 -0.314 0.230 0.529
H -25.057450 -2.742330 -2.939680 0.205 -0.183 -0.075
H -24.060110 -4.770660 -6.111770 0.776 0.516 -0.578
H -23.393410 -3.122800 -5.624920 0.159 -0.778 -1.191
C -28.685980 -4.153700 -5.687530 1.386 3.153 -0.947
O -29.485270 -3.257100 -5.743560 -1.166 1.556 -0.504
N -27.411280 -4.102000 -6.099680 2.317 2.015 -2.078
N -28.877720 -5.276210 -5.157450 -2.384 -6.192 3.297
H -27.166310 -3.233720 -6.553750 0.230 -0.224 0.122
H -26.669100 -4.700810 -5.766960 -0.350 -0.031 0.145
H -28.187460 -6.008330 -5.244910 -0.207 -0.293 0.165
H -29.776860 -5.454050 -4.733170 0.275 -0.085 -0.125
C -21.836530 -9.058950 -6.701280 0.578 -0.558 -5.083
O -22.884760 -8.863370 -6.136110 -4.405 1.983 4.432
N -21.552770 -8.485830 -7.863030 0.021 0.321 0.871
N -21.208660 -10.171360 -6.487290 2.020 -3.046 2.423
H -20.711540 -8.756190 -8.352260 -0.404 0.650 -0.193
H -22.182390 -7.734850 -8.107380 0.809 0.630 -0.645
H -21.521530 -10.611970 -5.634010 0.590 -0.431 -0.237
H -20.385260 -10.494520 -6.974820 -0.207 0.197 0.268
C -22.748320 -5.449400 -9.101630 3.409 -2.749 3.663
O -21.717120 -5.979500 -8.571130 -2.347 0.871 0.183
N -22.630250 -4.991770 -10.277870 -0.270 2.929 -6.088
N -23.975650 -5.330900 -8.575230 -0.290 0.711 -0.019
H -21.809800 -4.937640 -10.864420 0.302 -0.543 0.938
H -23.398050 -4.550550 -10.763570 -0.096 -0.126 0.227
H -24.263950 -5.905900 -7.796540 -0.237 -0.430 -0.167
H -24.605050 -5.008790 -9.296480 -0.736 -0.250 0.871
C -26.147560 -7.343170 -1.755730 -0.370 0.581 0.457
O -25.673400 -7.715930 -2.784320 3.539 -3.406 -6.833
N -26.420410 -6.141660 -1.532150 -1.118 6.024 0.086
N -26.453340 -8.101820 -0.804260 -1.083 -5.559 4.354
H -26.284710 -5.550750 -2.339920 0.020 0.853 -0.061
H -27.081000 -5.938640 -0.795600 0.244 0.537 -0.409
H -26.383180 -9.094090 -0.979080 -0.036 0.111 0.566
H -26.715190 -7.753790 0.107010 0.030 -0.376 -0.257
```
Positions in Å, forces in eV/Å.

Atom charges from the Mulliken analysis, given in e for atoms 1 to 4: Hf 1.60; C 0.53; O 0.43; O -0.60

***

Record 3
Computed, not measured: 9 unconnected molecules or ions with the total composition C9H32N4O13, with ωB97M-V/def2-TZVPD.

Calculated values
- Frontier orbital gap (spin up / spin down): 2.69 / 7.66 eV
- 2S+1: 2
- LUMO (spin up / spin down): 2.10 / 2.04 eV
- Total charge: -1
- Electronic energy: -42416.0721 eV

The geometry in XYZ format:
```
58
Properties=species:S:1:pos:R:3:forces:R:3
C 1.612326 -1.726314 -2.590517 -0.356 -0.577 1.343
O 0.197616 -1.554854 -2.544657 -0.182 0.564 -1.291
H 1.753526 -2.712784 -2.148897 0.906 -0.054 -0.428
H 2.043146 -1.645994 -3.588537 -0.507 -0.042 -0.086
H 2.127496 -1.032474 -1.926227 0.045 0.240 -0.053
H -0.086394 -1.481814 -1.630547 0.048 -0.072 0.434
C 0.251366 1.832996 -3.966957 -0.269 0.918 -0.041
O 0.715806 2.986976 -3.247877 0.500 -0.934 -0.122
H 1.027176 1.100576 -4.190077 0.243 0.327 0.218
H -0.535384 1.314846 -3.418637 -0.025 -0.086 0.013
H -0.154664 2.238966 -4.893477 -0.187 -0.528 -0.374
H -0.052404 3.288396 -2.757377 -0.175 0.253 0.116
C -0.885564 4.278786 -0.617807 0.056 0.480 0.055
O -1.524114 3.811686 -1.800487 -0.237 -0.460 -0.092
H -1.618404 4.376456 0.183133 0.081 0.049 0.165
H -0.090864 3.601756 -0.304477 -0.100 -0.075 -0.216
H -0.460214 5.249726 -0.871687 0.257 0.105 0.496
H -2.138254 4.500696 -2.064497 -0.063 -0.099 -0.208
C -0.072064 0.210646 0.183973 0.333 -0.199 -0.016
O -0.737224 -1.070604 0.074263 0.374 0.345 -0.512
H 0.068886 0.642076 -0.807027 -0.474 -0.030 -0.273
H -0.659294 0.885786 0.806423 0.111 0.047 0.026
H 0.951116 0.114936 0.547333 -0.157 -0.234 0.512
H -1.263484 -1.213414 0.864353 0.245 0.236 0.136
C -3.194444 -1.571744 2.427663 -0.747 -0.410 -0.146
O -2.231884 -0.527664 2.403533 -0.480 -0.224 -0.299
H -4.147704 -1.174114 2.079393 -0.431 0.094 0.625
H -3.092594 -2.389924 1.714703 1.132 0.089 -0.044
H -3.188774 -1.968404 3.442913 -0.577 -0.303 -0.083
H -2.693924 0.083266 2.982213 0.711 0.714 -0.017
C -2.804094 0.712266 -1.333447 -0.277 0.584 -0.257
N -4.166944 0.355276 -1.805187 -0.166 -0.771 -0.717
O -4.675964 -0.705164 -1.471217 0.437 0.418 0.187
O -4.711054 1.161716 -2.528907 -0.335 0.219 -0.129
H -2.585134 1.660756 -1.823877 -0.028 0.017 0.467
H -2.042014 -0.000754 -1.647987 -0.493 -0.383 0.411
H -2.966294 0.801206 -0.259257 0.743 -0.088 -0.010
C 4.424616 2.386546 2.684663 -1.337 -0.579 -0.230
N 3.365326 1.991016 1.691023 1.132 0.597 0.255
O 3.548506 0.981406 1.018513 -0.063 -0.348 -0.053
O 2.391376 2.760556 1.575683 -0.551 0.123 0.124
H 5.398046 2.109456 2.279993 -0.113 0.396 0.046
H 4.227926 1.794546 3.578503 0.073 -0.322 0.116
H 4.210126 3.422636 2.946603 0.548 -0.021 -0.315
C 0.563526 -1.005394 3.622673 1.402 -0.490 0.144
N 1.926526 -1.332174 3.031713 -2.119 0.320 0.183
O 2.020826 -1.494174 1.805883 -0.465 -0.190 -1.094
O 2.911756 -1.227004 3.761573 1.319 0.294 1.540
H 0.206396 -0.031554 3.287713 0.082 0.064 -0.336
H 0.713016 -0.966884 4.701683 -0.009 -0.042 -0.084
H -0.149574 -1.792974 3.379113 0.107 0.112 -0.227
C 0.298966 -4.451154 -0.668927 0.384 0.108 -0.247
N 1.647796 -4.734704 -0.065747 0.471 -0.232 0.464
O 2.602206 -4.026134 -0.350217 -1.129 -0.849 0.178
O 1.679646 -5.694404 0.710533 0.182 0.823 -0.655
H 0.411436 -4.345284 -1.747927 0.127 -0.144 0.081
H -0.033454 -3.478954 -0.305047 -0.024 -0.135 0.289
H -0.334304 -5.299154 -0.408237 0.025 0.380 0.031
```
Positions in Å, forces in eV/Å.

Atom charges from the Mulliken analysis, given in e for atoms 1 to 4: C -0.58; O -0.55; H 0.17; H 0.30

***

Record 4
Computed, not measured: 8 unconnected molecules or ions with the total composition C9H32N7O10, with ωB97M-V/def2-TZVPD.

Calculated values
- Frontier orbital gap: 9.70 eV
- 2S+1: 1
- LUMO: 2.49 eV
- Total charge: -1
- Electronic energy: -40759.6696 eV

The geometry in XYZ format:
```
58
Properties=species:S:1:pos:R:3:forces:R:3
N 3.427016 -6.571774 7.840677 1.167 0.509 -0.072
O 2.477606 -5.956858 8.361937 -0.595 -0.300 0.023
O 4.576497 -6.445809 8.291870 -0.101 -0.058 0.163
O 3.250449 -7.265192 6.822632 -0.567 -0.387 -0.187
C 0.892666 -3.078017 9.752579 -0.388 -0.453 -0.101
O 2.153397 -3.630618 10.038358 -0.088 0.085 -0.011
H 0.076357 -3.685218 10.173926 0.090 0.081 0.040
H 0.823978 -2.085702 10.191305 0.113 0.107 -0.058
H 0.716129 -3.028844 8.669661 0.009 0.243 0.051
H 2.198639 -4.469276 9.557752 0.410 0.035 0.053
C 7.236941 -6.424395 5.770476 -0.569 -0.760 -0.430
O 7.906874 -5.614848 6.705006 -0.016 0.083 0.177
H 7.302613 -7.507519 5.963049 0.486 0.156 0.121
H 6.159696 -6.256539 5.820321 0.121 0.495 0.086
H 7.577710 -6.255042 4.745124 -0.054 0.082 0.007
H 8.846786 -5.630878 6.511072 0.000 -0.072 0.020
C 0.978473 -8.153096 11.167199 -0.444 0.481 0.403
O 1.543412 -6.845195 11.201883 -0.181 -0.218 -0.023
H 0.296231 -8.241309 12.020159 0.237 0.022 0.057
H 0.343190 -8.294121 10.289850 0.338 -0.214 -0.179
H 1.756712 -8.909901 11.273896 -0.070 -0.203 -0.256
H 1.799591 -6.618175 10.301751 0.156 0.082 -0.081
C -0.237226 -9.006705 7.181069 -0.084 -0.014 0.411
O -1.271485 -9.614182 7.426355 -0.059 0.215 -0.328
N 0.812764 -9.574098 6.535120 0.182 -0.144 0.000
N -0.014597 -7.705770 7.599832 0.175 -0.536 -0.164
H 0.759415 -10.541415 6.276008 -0.092 -0.024 0.078
H 1.630368 -9.060957 6.257647 -0.030 0.121 0.031
H 0.929504 -7.348179 7.586723 -0.159 0.399 -0.235
H -0.796647 -7.081140 7.560606 0.010 0.062 0.263
C 5.951287 -9.729669 9.293445 0.091 -0.306 -0.075
O 6.153961 -10.869204 9.704880 -0.231 0.431 -0.289
N 5.178189 -8.811888 9.948086 0.377 -0.273 -0.109
N 6.475775 -9.258792 8.107956 -0.088 0.455 0.106
H 4.653757 -9.137505 10.736497 0.074 0.082 0.120
H 5.076063 -7.868883 9.603399 -0.254 -0.037 0.003
H 6.385607 -8.286106 7.863190 -0.200 -0.015 0.000
H 6.947793 -9.851071 7.454008 0.115 -0.286 0.313
C 3.660466 -10.024306 4.605070 -0.666 -0.459 -0.753
O 3.661366 -11.031182 3.899434 0.207 0.143 0.300
N 3.019375 -8.884747 4.196318 0.050 0.520 0.353
N 4.188422 -9.978814 5.850205 0.467 0.226 0.681
H 3.121723 -8.003628 4.672192 0.159 -0.069 0.103
H 2.554170 -8.858300 3.309914 0.205 -0.255 -0.135
H 4.656115 -10.777470 6.236671 -0.078 -0.197 -0.321
H 4.198195 -9.154068 6.433427 -0.189 0.162 -0.243
C 2.939015 -4.532153 5.092855 0.793 -0.312 0.206
C 2.104442 -5.381064 4.148335 -0.010 1.013 0.182
C 0.891736 -4.573644 3.694479 0.156 -0.602 -0.059
O 2.878771 -5.790433 3.024313 -0.051 -0.648 0.039
H 3.854966 -5.038487 5.415671 -0.152 -0.238 -0.203
H 2.417856 -4.308107 6.024662 -0.185 0.292 -0.192
H 3.290483 -3.637618 4.569342 -0.310 0.220 0.180
H 1.766745 -6.264911 4.688183 0.109 -0.258 -0.231
H 0.325612 -4.262597 4.570904 -0.119 0.169 -0.110
H 0.263600 -5.181213 3.041419 -0.094 0.059 0.039
H 1.240226 -3.708213 3.127786 -0.110 0.184 0.093
H 3.033593 -5.039928 2.443255 -0.060 0.121 0.143
```
Positions in Å, forces in eV/Å.

Atom charges from the Mulliken analysis, given in e for atoms 1 to 4: N 0.85; O -0.74; O -0.90; O -0.24